Record 1
Here is C33H61AlClCsF9N4O10P2 as an isolated structure at a distorted geometry from the Open Molecules 2025 dataset. Energies are from ωB97M-V with the def2-TZVPD basis set.

CARTESIAN COORDINATES (ANGSTROEM)
H: -3.6581 2.9054 -6.7677
F: -2.7934 -1.1072 -3.0440
C: -4.4266 1.2551 3.0891
H: 2.7820 -6.8914 0.9318
H: -1.9826 -3.5711 0.5337
C: -6.4985 2.5669 4.1153
H: 1.0403 4.0982 -0.5909
C: 0.7798 2.2269 -1.9305
N: -1.7646 1.5808 -2.0773
C: -3.0739 -0.3846 1.4260
H: 3.6066 0.4826 2.4583
N: -3.3227 0.1490 -0.9994
C: -1.8948 0.6817 1.4915
C: -4.2698 -3.2343 0.8258
O: 1.4031 -1.9482 -5.7499
H: 3.7749 4.0214 -0.8387
F: 7.9368 -1.2871 1.9052
H: 0.3700 0.8836 1.2115
O: -3.8261 -5.2010 -3.3296
C: 4.3465 2.5549 1.5953
H: 5.2676 3.0183 1.0689
H: -6.0087 3.1432 4.9706
H: 2.7509 -3.0428 -1.8859
H: -3.3033 -0.2326 -1.9951
C: 4.4634 0.9101 1.7795
C: -3.0727 4.0398 -5.0389
C: -2.8203 -3.7499 1.2864
C: 3.2569 -4.6673 1.2460
H: 2.8626 -6.2803 2.7417
H: 3.5626 2.2299 -1.2947
H: 4.6113 -1.5072 -1.7742
O: -2.8620 -4.4053 -5.5082
C: 0.0467 -0.9340 2.4427
C: -4.4941 0.3391 1.7631
H: -0.8059 3.2140 -3.1609
N: 2.1876 -2.4620 -4.9323
C: 3.2065 -3.0165 -0.8356
C: -5.7398 4.8329 -4.8978
H: -5.1416 5.9484 -3.1482
H: -4.7754 -4.1307 0.2954
O: -3.4907 -2.7527 -3.7276
O: 3.1196 -1.7817 -4.4502
H: 6.0474 -1.3973 0.6621
Cl: -8.8225 3.1278 5.1322
H: 4.3225 -4.7075 1.7030
Cs: 5.2934 2.7954 4.0397
H: 2.5522 -5.1472 -0.8497
C: 2.9234 2.8258 0.8440
H: 0.9089 1.3189 -1.2502
H: 3.3156 0.0945 0.0019
C: 2.5296 -6.0485 1.6740
H: 4.2067 2.9624 2.6993
P: 8.4305 -0.7400 3.3319
C: 1.6266 3.5025 -1.3799
O: -0.0436 -2.1832 2.4298
H: 5.4263 -3.0218 -1.0968
H: -6.0288 3.6176 -6.6482
H: 1.8604 4.2355 -2.2430
H: -0.3396 -0.4738 0.1969
H: 2.3245 3.6458 1.3819
F: 8.0149 0.5829 4.1543
H: -5.3226 -0.4463 1.9426
H: 2.4605 -2.5247 -0.1218
H: -3.5279 0.9424 3.7338
H: -4.2734 2.3696 2.7898
C: -3.9851 3.5767 -5.9808
H: -2.9034 -4.8949 1.4075
H: 7.4022 3.5834 -0.3097
H: 1.1962 2.0101 -2.9861
C: 3.4176 -4.5562 -0.3698
O: 7.3768 3.2169 0.5830
H: -6.3672 3.0755 3.0802
C: -5.7597 1.1199 4.0194
C: -3.0375 -0.9996 -0.0803
F: -5.0936 -2.9680 2.0042
C: -3.5051 4.8880 -4.0313
P: -3.8644 -4.0935 -4.3903
H: 4.4217 -4.9648 -0.7336
H: -5.4559 0.6981 5.0371
C: 3.0738 3.1137 -0.7530
H: 8.2782 2.9005 0.7324
H: 0.5337 -0.3741 3.3369
H: -5.2979 -1.5067 -0.1303
H: 1.3896 -5.9273 1.6708
H: -1.1123 2.2651 0.4958
H: -2.0871 -1.5860 -0.3110
H: -1.0720 3.4645 -1.3435
C: -4.8294 5.2876 -3.9488
H: -2.0454 1.1099 -2.9672
C: -0.4189 0.0286 1.2256
O: -0.8233 -4.7092 4.4124
H: 4.3865 -1.8508 1.3874
H: -2.6002 -3.3415 2.3394
H: -4.8731 0.9891 0.8925
H: 5.4667 0.6287 2.2949
C: 4.6170 -2.2224 -0.8786
H: -0.5329 -3.8697 4.0736
C: -4.2714 -2.0346 -0.2360
F: 9.0946 0.2663 2.2637
C: 4.9058 -1.4052 0.4681
H: -1.7940 1.2156 2.5125
O: 2.0497 -3.6515 -4.5953
H: -2.0302 3.7463 -5.0832
F: 9.8263 -0.6621 4.1256
H: -6.7775 5.1452 -4.8474
Al: -2.6286 3.6229 1.1325
H: -4.2419 -2.4053 -1.3336
H: 2.3270 1.8486 0.9104
C: 4.4189 0.1370 0.3578
O: -5.2758 -3.9968 -4.9861
C: -0.7598 2.6899 -2.1501
F: 6.9401 -1.0478 3.8558
N: -2.0227 1.7726 0.4277
F: -2.6220 5.3297 -3.1175
H: 2.7138 -3.7364 1.6476
H: -7.6813 2.3709 4.3080
C: -5.3169 3.9754 -5.9113
C: -2.3021 1.2031 -0.9058
H: 4.9931 0.7362 -0.4285
H: -6.5232 0.4021 3.5477
H: -2.9208 -1.1716 2.2401
F: 8.7684 -2.2677 3.6905

DFT total energy, eV: -124329.5204
Total charge: -3
Kohn-Sham gap, eV: 1.644
HOMO, Ha: 0.003

Record 2
Here is H20HeO10 as an isolated structure at a distorted geometry from the Open Molecules 2025 dataset. Energies are from ωB97M-V with the def2-TZVPD basis set.

CARTESIAN COORDINATES (ANGSTROEM)
H: -2.3256 0.4649 1.6786
H: 1.8366 2.6359 -0.5507
O: 2.5941 0.4810 2.6409
H: 3.4236 0.9013 2.8679
H: -1.3501 -1.7124 -2.0160
H: 0.8813 -3.4390 -2.9556
H: -1.8986 1.3574 -1.2985
H: -3.7387 0.5138 1.1376
O: -2.8759 0.1356 0.9680
H: -1.7890 -2.5540 0.4286
H: -1.8408 0.3832 -2.4558
O: -0.9467 1.9779 0.1028
O: 0.1305 -1.2062 3.9031
O: -2.1804 -2.1570 -0.3495
H: 0.9148 2.2578 0.5891
H: -2.5038 -1.3078 -0.0488
H: -2.0437 -1.3923 -3.3231
O: -1.2622 -1.1856 -2.8104
H: 3.8558 1.2520 -0.1317
He: 0.4877 -0.8619 0.0460
H: 2.4004 0.7938 1.7573
H: 4.4300 -0.1267 0.1160
H: -1.5021 1.7303 0.8420
O: -2.2300 1.2148 -2.1851
O: 1.0174 -2.6827 -3.5262
H: -0.1710 -0.3082 4.0405
H: -0.9956 2.9335 0.0753
O: 4.6691 0.7998 0.0924
O: 1.8392 2.3747 0.3701
H: 0.9537 -1.1122 3.4237
H: 0.2204 -2.1617 -3.4284

ΔE to the lowest compared entry with this formula, charge and spin, kJ/mol: 109.6
DFT total energy, eV: -20878.7726
Kohn-Sham gap, eV: 9.867
HOMO, Ha: -0.384

Record 3
Here is one molecule with the formula C23H23FN2O5S from the Open Molecules 2025 dataset. Energies are from ωB97M-V with the def2-TZVPD basis set.

CARTESIAN COORDINATES (ANGSTROEM)
C: 1.7073 0.5184 0.7852
H: -3.0206 1.9066 -0.0662
H: -1.1546 0.2063 4.3171
H: 0.5550 -1.3025 3.1101
O: 2.4300 0.7651 1.7073
C: 0.2678 3.6740 -0.2784
F: 1.6949 6.8901 0.5274
C: -1.9649 -0.4616 4.6016
C: -1.1798 -2.5878 2.9545
C: -0.1587 -1.1962 1.1006
C: 2.5346 3.3784 0.4924
H: -3.4544 1.2903 1.5569
C: 1.1657 -0.8347 0.3778
N: -0.8586 -1.9786 0.1058
H: 1.4755 -0.9778 -1.7909
H: -1.3739 -0.7846 -1.5911
C: -0.6020 -2.3369 -3.5797
O: -0.0377 1.4253 -2.0728
H: 3.3620 2.7311 0.7300
O: -1.8630 0.3965 0.6179
C: -0.5861 -1.4620 -1.2304
O: 0.1590 -5.6330 -4.9747
H: -0.6508 3.2577 -0.6563
C: -0.0360 -4.6133 -4.0961
C: 0.3868 5.0412 -0.1140
C: -0.4170 -2.5834 -2.2268
H: -1.6492 -1.1662 5.3648
C: -0.4131 -3.3412 -4.5105
H: -1.5734 -3.3459 2.2785
H: -1.0003 -3.0378 3.9309
C: 2.6544 4.7442 0.6680
H: 3.5700 5.1796 1.0349
H: -2.8140 0.1148 4.9543
C: 0.7238 -0.6579 -1.0655
C: 0.5435 0.8425 -1.1985
H: 0.4450 -5.8560 -2.4335
N: 1.2122 1.4391 -0.1366
H: -0.0081 -5.3270 -5.8743
S: -2.5268 -1.3771 3.1439
O: -0.4948 0.8629 2.3410
C: -2.6330 1.5579 0.8884
C: -0.8749 0.1171 1.4696
C: 0.1525 -4.8645 -2.7403
H: -2.0114 2.3201 1.3627
C: 0.0975 -1.9842 2.3901
H: 1.9031 -1.6211 0.5379
H: 0.1053 -4.0437 -0.7667
C: -0.0341 -3.8543 -1.8191
C: 1.5784 5.5571 0.3616
H: -0.4319 5.7034 -0.3460
C: 1.3397 2.8425 0.0250
H: -1.8523 -2.0312 0.2929
H: -0.8924 -1.3495 -3.9079
H: -0.5609 -3.1400 -5.5635
H: 0.7980 -2.7960 2.1853

ΔE to the lowest compared entry with this formula, charge and spin, kJ/mol: 0.0
SMILES: COC(=O)[C@@]1(CCSC)N[C@H](c2ccc(O)cc2)[C@H]2C(=O)N(c3ccc(F)cc3)C(=O)[C@H]21
DFT total energy, eV: -50996.3672
Kohn-Sham gap, eV: 9.135
HOMO, Ha: -0.313

Record 4
Here is a 2-piece molecular cluster, C12H23BNO2 overall from the Open Molecules 2025 dataset. Energies are from ωB97M-V with the def2-TZVPD basis set.

CARTESIAN COORDINATES (ANGSTROEM)
H: 1.5251 -4.4218 -1.0131
H: 0.7595 -2.9175 0.8223
H: -0.4553 0.3387 3.1425
H: -0.2625 0.8983 0.7499
H: -0.8412 -1.4887 -0.3674
H: -2.5135 4.8160 -2.1893
C: -1.6126 4.9146 -1.5953
H: 1.4588 -0.3218 -0.6188
C: -0.3959 2.3672 3.7548
C: 0.0289 -3.3828 0.1526
O: 1.1107 3.6231 -1.1123
C: 0.6331 -4.6603 -0.4277
B: -0.0701 3.4354 -0.4870
H: -1.2287 -5.7373 -0.7114
C: -0.4359 -2.3649 -0.8910
H: 1.8911 3.2487 -0.6941
H: -1.8354 5.5612 -0.7478
H: 0.1192 -6.3766 -1.6491
O: -1.2437 3.6032 -1.1459
H: -0.1175 5.0419 1.8308
C: -0.3431 -5.4592 -1.2859
H: -1.2711 -2.7788 -1.4600
H: -0.8277 5.3528 -2.2062
N: -0.3007 3.6410 3.3395
H: -0.3282 4.3750 4.0348
C: -0.3753 1.3661 2.8256
C: -0.1794 3.9859 2.0439
H: 2.3348 -1.8492 -0.4840
H: -0.6735 -4.8944 -2.1588
C: -0.1554 3.0293 1.0591
H: -0.4982 2.1982 4.8135
C: 1.8115 -1.1943 -1.1812
H: 0.1900 -1.2215 -2.5897
H: 0.9753 -5.2856 0.3998
H: -0.8266 -3.6497 0.7809
H: 2.5425 -0.8414 -1.9089
C: 0.6458 -1.9005 -1.8648
C: -0.2584 1.6971 1.4803
H: 1.0235 -2.7477 -2.4408

ΔE to the lowest compared entry with this formula, charge and spin, kJ/mol: 0.0
DFT total energy, eV: -19074.5743
Total charge: +1
Kohn-Sham gap, eV: 8.437
HOMO, Ha: -0.479

Record 5
Here is one molecule with the formula C22H30N2OS from the Open Molecules 2025 dataset. Energies are from ωB97M-V with the def2-TZVPD basis set.

CARTESIAN COORDINATES (ANGSTROEM)
H: -6.6575 -0.9355 -0.6248
C: -0.1414 2.6690 -0.8667
S: -4.7271 0.2734 -1.2160
H: 1.3679 -2.8129 2.0591
O: 3.6852 2.9858 0.9292
N: 2.0198 -0.9146 -0.6462
C: 3.7355 0.8970 -0.3731
H: 1.2199 -1.3640 -2.5009
H: 2.0965 -4.2105 -0.1123
H: -5.4425 -1.0539 0.6673
C: 1.6651 -3.3264 -0.5862
H: -0.4077 -0.0247 -1.3520
H: 2.7207 -0.2270 1.1630
C: -3.6439 1.2315 1.1731
H: -0.6013 -1.9093 3.2166
C: 2.7037 -2.1805 -0.5658
H: 4.5317 1.3043 1.6044
H: -6.4331 0.4315 0.4872
H: 0.4926 0.5841 0.8462
H: -2.3528 1.4866 -1.9336
H: 3.4367 -2.3286 -1.3764
H: -0.8082 -2.8461 -1.6098
C: 4.4124 1.8144 0.6449
C: -1.5274 2.3739 1.2178
H: 1.5931 1.9875 0.9490
C: -3.5279 1.0870 -0.2004
C: -2.6410 1.8825 1.8711
H: 2.4066 -0.0469 -2.5485
C: 1.2982 1.1366 0.3341
H: -2.6743 -1.4532 1.9646
H: 3.4504 1.4890 -1.2452
H: -0.3736 2.9956 -1.8846
C: 0.4485 0.5074 -1.7973
H: 3.2455 -2.2083 0.3817
H: 5.4140 2.0830 0.2727
C: 0.4250 -2.8804 0.1394
H: -2.7343 2.0006 2.9410
C: -1.8696 -2.1386 0.1008
H: 0.3130 3.5053 -0.3270
H: 1.4126 -3.5854 -1.6153
C: -1.4015 2.2315 -0.1612
H: -2.7746 -1.9493 -0.4582
N: 0.8710 1.6214 -0.9671
H: 3.4462 3.4004 0.0917
H: 0.1578 0.8946 -2.7777
C: 1.5899 -0.4942 -1.9563
C: 2.4831 0.1804 0.1732
C: -1.8148 -1.8641 1.4551
C: -2.4135 1.5948 -0.8606
C: -0.6479 -2.1158 2.1568
H: 4.4590 0.1405 -0.6861
C: -5.9357 -0.3834 -0.0308
H: -0.7525 2.8757 1.7779
C: 0.4603 -2.6231 1.5043
H: -4.5015 0.8541 1.7070
C: -0.7563 -2.6428 -0.5492

ΔE to the lowest compared entry with this formula, charge and spin, kJ/mol: 0.0
SMILES: CSc1cccc(CN2CCN(CCc3ccccc3)[C@@H](CCO)C2)c1
DFT total energy, eV: -39163.7245
Kohn-Sham gap, eV: 8.709
HOMO, Ha: -0.292

Record 6
Here is a 9-piece molecular cluster, C63H68BClF8IN4O5S overall at a distorted geometry from the Open Molecules 2025 dataset. Energies are from ωB97M-V with the def2-TZVPD basis set.

CARTESIAN COORDINATES (ANGSTROEM)
C: -6.3208 -6.1969 1.9582
H: 4.0562 -8.1483 1.0770
C: 0.9813 0.8113 7.0845
C: 4.0840 7.2838 2.4985
H: -8.1735 8.5837 -9.7249
H: -2.0798 -1.3671 0.7918
C: 2.2575 -1.5762 2.4192
H: -0.3744 -1.9944 0.5065
C: -7.0000 -5.4937 2.9339
C: -0.0407 8.9798 0.2981
C: 1.0078 -3.4852 3.4935
H: 0.0718 -3.7354 5.3840
H: 3.1585 7.4108 1.9518
N: 1.6910 -6.3139 1.7482
H: -9.9610 -5.0449 1.3856
C: 4.0758 6.6640 3.7408
H: -3.1933 -2.7838 2.3516
C: -7.1497 8.0473 -7.9172
H: 2.0244 -7.7296 0.2487
O: -2.5129 -4.1165 -0.3477
O: -1.6459 -4.0321 1.7078
C: 6.4911 -6.8682 -3.7964
H: 5.2858 8.2189 0.9872
C: -0.3138 2.8662 8.3857
H: 0.1342 -0.2217 -5.0492
H: 0.4120 8.7768 2.3768
C: -6.6735 5.6015 -9.1522
C: 7.4294 -8.3397 -1.6295
C: 0.5080 6.2856 0.0742
C: -6.9627 -6.4980 0.7650
C: 1.8432 0.8952 2.6269
H: 0.7387 -2.1066 5.2366
C: 0.1349 7.0141 -1.0494
H: 6.7832 -8.6574 -4.9413
C: -8.9417 -5.3718 1.5480
C: 6.6053 -6.2913 -2.5465
C: -6.2158 5.8480 -7.8718
H: -0.8228 3.6729 8.8981
F: -5.5296 4.8903 -7.2210
C: 0.5898 1.0639 1.6902
C: 0.1578 -4.0850 -5.0210
C: -2.2463 -3.6275 4.0979
H: 0.0638 6.5259 -2.0141
S: 0.6911 2.5481 0.6654
H: 3.3607 -1.5323 2.5984
C: 1.6116 -5.0905 2.2510
H: 7.3745 6.8465 4.4762
Cl: -1.2091 2.8942 -0.0993
H: -0.3004 1.1118 2.3490
C: 5.2803 7.7394 1.9584
F: -0.3073 10.2920 0.4085
C: 6.4677 7.5810 2.6621
H: 0.5255 -0.5997 3.4494
H: 0.8919 6.3402 2.1845
H: 2.9990 -2.4933 -1.1093
C: -0.2693 -3.4013 -6.1511
H: 1.8828 -3.9114 -0.9913
C: 7.0719 -7.0088 -1.4621
H: -1.9398 2.9787 -5.4725
H: -7.7568 6.4049 -10.8191
H: -1.5620 -1.6620 4.8073
H: 2.3491 -6.0953 -0.3094
C: 7.3260 -8.9321 -2.8819
C: -2.3455 6.0276 -4.0539
H: 0.1785 -5.1672 -4.9968
I: 0.5882 -7.7792 2.7234
H: -6.0777 7.2191 -6.2385
H: -0.4475 8.9513 -1.7999
H: 0.5271 0.1623 1.0430
C: 0.6047 6.9109 1.3097
O: 1.5653 2.3559 -0.4581
C: -2.1634 4.0358 -5.3914
H: -8.7718 -6.3142 -0.3734
H: -8.8126 -4.5337 3.5313
C: 0.5613 -3.3675 -3.9126
H: -7.3304 9.0018 -7.4391
H: 4.0982 -6.6525 2.0135
C: -0.1467 1.6404 9.0186
H: -1.7681 4.1117 -3.2807
C: -0.2772 -2.0117 -6.1610
O: 4.5745 -3.5709 1.1210
C: -8.3043 -5.0790 2.7462
H: 2.0886 -0.4756 4.3520
C: 1.6297 -0.5045 3.3484
C: 0.8284 2.0253 6.4443
C: 2.9265 -3.5745 -0.8467
C: -1.9346 -3.4863 0.4564
H: 3.6425 -4.1717 -1.4512
H: -3.1495 6.6779 -7.2766
H: 6.1177 -6.2819 -4.6265
C: 0.1363 -1.3044 -5.0399
H: -6.4726 4.6456 -9.6193
C: 5.2641 6.5176 4.4311
C: -2.8395 6.1053 -6.4114
C: 2.4478 -6.7595 0.5808
F: 5.2550 5.9204 5.6381
C: 6.8597 -8.1964 -3.9648
C: 3.9450 -7.0443 0.9864
H: -0.5954 -3.9520 -7.0241
C: 0.2307 -2.9034 4.6656
H: -3.1248 -3.2681 4.6784
H: 3.1546 6.2950 4.1751
F: 6.2530 -4.9984 -2.3794
H: -1.5190 -1.7751 -0.8845
H: 0.8719 -1.4512 -3.0177
C: 0.5538 -1.9860 -3.9047
C: 0.3341 8.2688 1.4234
F: -6.3752 -5.2066 4.0938
N: 1.8433 -2.9631 2.5833
F: 0.9735 -4.0314 -2.8085
H: 7.6094 -9.9690 -3.0135
H: -0.5213 1.4929 10.0233
N: 2.2675 -4.0076 1.7880
H: -1.0939 -2.0353 3.1239
C: -0.1471 8.3691 -0.9375
C: 6.4605 6.9710 3.9094
C: -2.0648 4.6723 -4.1594
C: 0.1709 3.0581 7.0989
N: 0.8098 -4.8310 3.3384
H: -6.4422 -7.0551 -0.0037
H: -5.2975 -6.5054 2.1344
H: -3.4937 -4.5894 2.5205
C: -7.6213 7.8119 -9.2028
C: -8.2724 -6.0828 0.5593
H: 0.0375 4.0120 6.6046
C: -6.4465 7.0576 -7.2439
C: -2.5481 4.7521 -6.5170
H: 1.9455 1.7292 3.3407
C: -2.7317 6.7263 -5.1827
C: 0.5010 0.6030 8.3618
H: -2.2669 6.5431 -3.1044
H: 2.1363 -1.1850 1.3777
H: 0.6341 -0.3617 8.8353
H: -0.6066 -1.4802 -7.0451
H: 4.7000 -6.6875 0.2491
H: 2.7787 0.7812 2.0375
H: 7.4003 7.9328 2.2392
H: 5.0394 -2.9282 0.5609
H: -2.6214 4.2573 -7.4770
H: 0.7250 5.2279 -0.0036
C: -2.7479 -3.7718 2.6214
F: -3.0087 8.0384 -5.0813
C: -1.1877 -2.4687 4.1445
C: -7.3856 6.5894 -9.8188
C: -1.4389 -2.0387 0.1855
H: -1.8757 -4.5936 4.4915
H: 7.7889 -8.9138 -0.7847
H: 7.1533 -6.5261 -0.4956
B: 3.2650 -3.7283 0.6985
F: 1.6180 -0.2008 6.4445
O: 1.0446 3.7474 1.4364
H: 1.2211 2.1596 5.4442

DFT total energy, eV: -136499.9844
Total charge: +1
Kohn-Sham gap, eV: 6.972
HOMO, Ha: -0.377

Record 7
Here is C2F6N3PTl as an isolated structure from the Open Molecules 2025 dataset. Energies are from ωB97M-V with the def2-TZVPD basis set.

CARTESIAN COORDINATES (ANGSTROEM)
F: 2.8341 -0.0053 -0.8148
C: -1.4928 0.3877 1.8727
Tl: 2.2757 -0.7609 1.6112
C: -3.5097 1.3243 1.5322
F: 2.3008 -1.2990 -2.6438
F: 1.3749 0.8001 -2.3997
N: -0.4351 0.3249 2.3445
N: -4.3281 2.1387 1.7043
F: 0.0632 -1.0735 -2.1294
P: 1.4394 -0.5387 -1.5570
F: 0.6243 0.2123 -0.3064
F: 1.5354 -1.8594 -0.5449
N: -2.6820 0.3489 1.3312

ΔE to the lowest compared entry with this formula, charge and spin, kJ/mol: 0.0
Multiplicity: 2
DFT total energy, eV: -36835.1120
Expectation value of S²: 0.79
Kohn-Sham gap (spin up / spin down), eV: 11.498 / 7.497
HOMO (spin up / spin down), Ha: -0.445 / -0.444